Version a
Density functional theory data (ωB97M-V with the def2-TZVPD basis set) for the molecule C5H5F.

The value obtained for the HOMO-LUMO gap is 0.383 Ha. Its SMILES is C#C[C@@H]1C[C@@H]1F. The calculation puts the lowest unoccupied orbital energy at 0.95 eV. As for the HOMO energy: -0.34802 Ha.

Each atom is followed by the atoms it is bonded to, with distances in Å.
Atoms and positions in Å:
1 F -0.5632 0.3250 2.1358  C3 1.309
2 C 0.2600 -0.4397 0.2801  C3 1.461, C5 1.426, C6 1.576, H10 1.174
3 C -0.9816 -0.0952 0.9692  F1 1.309, C2 1.461, C6 1.461, H9 0.998
4 C 2.6266 -0.1030 1.3750  C5 1.206, H8 1.049
5 C 1.5580 -0.3129 0.8566  C2 1.426, C4 1.206
6 C -0.5648 0.8618 -0.0530  C2 1.576, C3 1.461, H7 1.158, H11 1.090
7 H -0.9218 0.8038 -1.1532  C6 1.158
8 H 3.3572 -0.8081 1.6365  C4 1.049
9 H -1.8432 -0.5983 0.9427  C3 0.998
10 H -0.0176 -1.2350 -0.5375  C2 1.174
11 H -0.1118 1.8332 0.1451  C6 1.090

Version b
Density functional theory data (ωB97M-V with the def2-TZVPD basis set) for the molecule C5H5F.

The value obtained for the HOMO-LUMO gap is 0.355 Ha. Its SMILES is C#C/C(C)=C\F. The calculation puts the lowest unoccupied orbital energy at 0.72 eV. As for the HOMO energy: -0.32815 Ha.

Each atom is followed by the atoms it is bonded to, with distances in Å.
Atoms and positions in Å:
1 F 1.8785 -0.9238 0.0369  C3 1.310
2 C -0.8101 1.7179 0.0309  C5 1.421, H7 1.215, H9 1.134, H11 1.129
3 C 1.3915 0.2892 -0.0539  F1 1.310, C5 1.443, H10 1.075
4 C -1.0513 -0.5557 0.0490  C5 1.533, C6 1.192
5 C -0.0209 0.5560 -0.1827  C2 1.421, C3 1.443, C4 1.533
6 C -1.7877 -1.4933 0.0537  C4 1.192, H8 1.045
7 H -0.2308 2.7860 0.0504  C2 1.215
8 H -2.2872 -2.3574 -0.2550  C6 1.045
9 H -1.1334 1.7156 1.1183  C2 1.134
10 H 1.9816 1.1631 0.1556  C3 1.075
11 H -1.5658 1.9226 -0.7830  C2 1.129

Quick ranking, most stable first: version b, version a.

Version a
Density functional theory data (ωB97M-V with the def2-TZVPD basis set) for a 2-piece molecular cluster, C4H9N6 overall.

The value obtained for the HOMO-LUMO gap (alpha / beta) is 0.309 / 0.309 Ha. The calculation puts the lowest unoccupied orbital energy (alpha / beta) at -4.34 / -4.34 eV. The net charge is +1. As for the HOMO energy (alpha / beta): -0.46802 / -0.46804 Ha.

Each atom is followed by the atoms it is bonded to, with distances in Å.
Atoms and positions in Å:
1 N 0.8653 -1.3115 -2.0826  C10 1.141
2 N 1.0167 -0.7605 2.2842  C9 1.338, H12 1.040, H19 0.971
3 N -1.1142 -0.3929 -0.4370  N4 1.267, N6 1.316, H15 1.037
4 N -1.9985 0.3309 -0.9849  N3 1.267, C8 1.347
5 N 1.5353 -0.1638 0.1449  C9 1.295, H14 1.069, H17 1.034
6 N -0.5821 -0.2115 0.7531  N3 1.316, C9 1.287
7 C -1.6249 2.1559 0.4925  C8 1.321, H13 1.102, H18 1.140
8 C -2.3348 1.5014 -0.4083  N4 1.347, C7 1.321, H16 1.074
9 C 0.6447 -0.4871 1.0283  N2 1.338, N5 1.295, N6 1.287
10 C 1.6933 -1.6505 -2.7904  N1 1.141, H11 1.049
11 H 2.2231 -2.2791 -3.4427  C10 1.049
12 H 0.3651 -0.8013 3.0943  N2 1.040
13 H -1.9451 3.0088 1.1117  C7 1.102
14 H 1.4657 -0.0116 -0.9112  N5 1.069
15 H -0.6978 -1.1795 -0.9684  N3 1.037
16 H -3.3554 1.6968 -0.6795  C8 1.074
17 H 2.4670 -0.5042 0.4360  N5 1.034
18 H -0.5851 1.8604 0.8559  C7 1.140
19 H 1.9617 -0.8007 2.5040  N2 0.971

Version b
Density functional theory data (ωB97M-V with the def2-TZVPD basis set) for a 2-piece molecular cluster, C4H9N6 overall.

The value obtained for the HOMO-LUMO gap (alpha / beta) is 0.277 / 0.183 Ha. The calculation puts the lowest unoccupied orbital energy (alpha / beta) at -4.91 / -6.13 eV. The net charge is +1. As for the HOMO energy (alpha / beta): -0.45723 / -0.40808 Ha.

Each atom is followed by the atoms it is bonded to, with distances in Å.
Atoms and positions in Å:
1 N -2.9894 -0.5380 0.2715  C8 1.371, C10 1.322
2 N -2.0090 -1.1930 -1.7826  C8 1.319, H12 1.017, H19 1.068
3 N 2.0042 -1.0471 1.4351  C9 1.288, H11 0.987, H16 0.943
4 N 1.9723 0.1938 -0.5792  N5 1.444, C9 1.313, H17 0.987
5 N 3.3219 0.7065 -0.5935  N4 1.444, H13 1.003, H15 1.024
6 N -1.7568 1.3382 0.6758  C7 1.361, C10 1.403, H18 1.103
7 C -1.1522 0.8142 -0.4250  N6 1.361, C8 1.562
8 C -2.1436 -0.3372 -0.7885  N1 1.371, N2 1.319, C7 1.562
9 C 1.4479 -0.4330 0.4487  N3 1.288, N4 1.313
10 C -2.7904 0.4836 1.0866  N1 1.322, N6 1.403, H14 1.006
11 H 2.9623 -1.1203 1.6616  N3 0.987
12 H -1.3909 -0.8833 -2.5278  N2 1.017
13 H 3.2743 1.4807 -1.2302  N5 1.003
14 H -3.1510 0.4101 2.0228  C10 1.006
15 H 3.5527 1.0461 0.3448  N5 1.024
16 H 1.4844 -1.6352 1.9583  N3 0.943
17 H 1.4467 0.4575 -1.3725  N4 0.987
18 H -1.4396 2.3048 1.1015  N6 1.103
19 H -2.6439 -2.0486 -1.7073  N2 1.068

Quick ranking, most stable first: version a, version b.